# 1
{"formula": "C27H27N9O5ReS", "method": "ωB97M-V/def2-TZVPD", "elements": ["Re", "O", "N", "C", "C", "C", "C", "C", "S", "H", "H", "H", "H", "N", "N", "C", "O", "O", "H", "H", "H", "O", "C", "O", "C", "N", "C", "C", "C", "H", "H", "H", "H", "H", "H", "H", "H", "H", "N", "C", "C", "C", "C", "N", "C", "C", "H", "H", "H", "H", "N", "C", "C", "C", "C", "C", "C", "C", "N", "C", "C", "N", "C", "H", "H", "H", "H", "H", "H", "H"], "coordinates": [[-0.61, -0.61, -0.01], [-1.70, -1.33, -1.59], [-2.40, -2.50, -1.52], [-3.31, -2.72, -2.50], [-4.00, -3.89, -2.54], [-3.75, -4.86, -1.56], [-2.84, -4.60, -0.57], [-2.15, -3.37, -0.52], [-1.04, -2.94, 0.70], [-3.42, -1.91, -3.20], [-4.72, -4.05, -3.33], [-4.27, -5.81, -1.58], [-2.63, -5.32, 0.21], [-0.54, -1.38, 3.11], [-0.27, -0.09, 3.54], [-0.01, 0.92, 2.63], [-0.05, 2.09, 2.99], [0.25, 0.57, 1.38], [-1.53, -1.59, 3.15], [-0.02, -2.05, 3.65], [-0.60, 0.24, 4.43], [-3.84, 0.80, 2.42], [-2.96, 0.86, 1.55], [-2.49, -0.13, 0.91], [-2.39, 2.25, 1.25], [-2.94, 3.13, 2.35], [-3.73, 4.24, 1.72], [-4.20, 3.62, 0.40], [-2.97, 2.82, -0.05], [-1.31, 2.22, 1.29], [-2.22, 3.45, 3.00], [-3.56, 2.41, 2.80], [-3.07, 5.08, 1.53], [-4.53, 4.54, 2.38], [-4.50, 4.38, -0.31], [-5.05, 2.95, 0.58], [-2.25, 3.49, -0.52], [-3.20, 2.03, -0.75], [-0.23, 5.61, -4.29], [-0.23, 4.66, -3.64], [-0.25, 3.46, -2.82], [-0.77, 2.28, -3.31], [-0.83, 1.17, -2.49], [-0.39, 1.17, -1.21], [0.16, 2.32, -0.76], [0.24, 3.47, -1.53], [-1.14, 2.21, -4.32], [-1.25, 0.24, -2.85], [0.56, 2.30, 0.24], [0.68, 4.36, -1.11], [9.73, -2.52, 2.00], [8.68, -2.34, 1.58], [7.34, -2.12, 1.06], [7.16, -1.84, -0.29], [5.88, -1.64, -0.80], [4.79, -1.74, 0.05], [4.96, -2.01, 1.40], [6.24, -2.19, 1.90], [3.47, -1.58, -0.49], [3.07, -1.83, -1.79], [1.75, -1.58, -1.83], [1.32, -1.18, -0.57], [2.38, -1.19, 0.21], [8.02, -1.76, -0.95], [5.75, -1.40, -1.84], [4.11, -2.10, 2.05], [6.38, -2.41, 2.95], [3.75, -2.19, -2.55], [1.06, -1.68, -2.66], [2.38, -0.89, 1.24]], "nbo_charge": [1.326, -0.601, -0.009, 0.046, -0.260, -0.140, -0.223, 0.042, -0.057, 0.234, 0.244, 0.238, 0.246, -0.652, -0.483, 0.891, -0.710, -0.792, 0.377, 0.368, 0.388, -0.669, 0.795, -0.722, -0.201, -0.539, -0.218, -0.423, -0.408, 0.281, 0.450, 0.469, 0.215, 0.233, 0.242, 0.229, 0.216, 0.242, -0.235, 0.244, -0.130, -0.148, 0.014, -0.450, 0.032, -0.199, 0.241, 0.243, 0.257, 0.250, -0.261, 0.257, -0.160, -0.139, -0.239, 0.238, -0.253, -0.126, -0.351, -0.057, -0.078, -0.480, 0.212, 0.243, 0.229, 0.229, 0.241, 0.241, 0.235, 0.239], "homo_lumo_gap_ev": [6.8, 6.3], "lumo_energy_ev": [-3.1, -3.2], "multiplicity": 3, "e_tot_ev": -65046.1539, "homo_ev": [-9.9374, -9.4469], "total_charge": 1}

# 2
{"formula": "C27H28BrIN4O4Ti", "method": "ωB97M-V/def2-TZVPD", "elements": ["Ti", "C", "C", "N", "C", "C", "C", "C", "N", "H", "H", "H", "H", "H", "H", "H", "H", "H", "H", "H", "H", "H", "H", "N", "C", "N", "C", "C", "C", "C", "C", "C", "H", "H", "H", "H", "H", "H", "I", "C", "C", "C", "C", "C", "C", "C", "O", "O", "H", "H", "H", "H", "Br", "C", "C", "C", "C", "C", "C", "C", "O", "O", "H", "H", "H", "H"], "coordinates": [[-0.32, -0.24, 0.79], [4.27, 1.70, 1.02], [4.36, 0.30, 1.62], [3.94, -0.75, 0.66], [5.01, -1.62, 0.14], [5.86, -0.96, -0.94], [2.70, -0.85, 0.25], [2.37, -1.69, -0.95], [1.70, -0.18, 0.84], [4.57, 2.44, 1.76], [3.26, 1.94, 0.69], [4.94, 1.79, 0.16], [3.77, 0.23, 2.54], [5.39, 0.09, 1.89], [4.56, -2.54, -0.23], [5.64, -1.89, 0.99], [5.25, -0.59, -1.77], [6.57, -1.68, -1.33], [6.43, -0.12, -0.53], [3.20, -1.69, -1.66], [1.50, -1.27, -1.45], [2.17, -2.72, -0.66], [2.02, 0.37, 1.63], [-4.31, 0.88, 1.17], [-3.01, 1.00, 1.41], [-2.37, -0.16, 1.33], [-3.37, -1.13, 1.08], [-3.34, -2.52, 1.03], [-4.52, -3.17, 0.73], [-5.72, -2.48, 0.51], [-5.78, -1.11, 0.64], [-4.59, -0.46, 0.94], [-4.98, 1.63, 1.19], [-2.57, 1.95, 1.64], [-2.45, -3.08, 1.27], [-4.52, -4.25, 0.69], [-6.61, -3.04, 0.27], [-6.71, -0.57, 0.53], [-0.25, 8.29, 0.76], [-0.25, 6.21, 0.79], [-0.33, 5.50, -0.41], [-0.34, 4.12, -0.39], [-0.25, 3.45, 0.84], [-0.15, 4.17, 2.04], [-0.16, 5.54, 2.02], [-0.25, 2.01, 0.86], [-0.16, 1.31, 1.94], [-0.39, 1.31, -0.23], [-0.40, 6.03, -1.35], [-0.41, 3.55, -1.30], [-0.08, 3.63, 2.98], [-0.09, 6.11, 2.93], [-2.39, 0.66, -3.44], [-2.01, -1.15, -3.04], [-2.30, -2.17, -3.93], [-1.99, -3.48, -3.58], [-1.40, -3.77, -2.36], [-1.12, -2.74, -1.47], [-1.42, -1.43, -1.82], [-0.47, -3.04, -0.16], [-0.07, -4.11, 0.17], [-0.34, -1.93, 0.63], [-2.75, -1.95, -4.88], [-2.22, -4.28, -4.27], [-1.15, -4.79, -2.09], [-1.21, -0.59, -1.15]], "nbo_charge": [1.760, -0.623, -0.234, -0.340, -0.215, -0.627, 0.587, -0.684, -0.854, 0.244, 0.200, 0.231, 0.209, 0.240, 0.220, 0.229, 0.211, 0.249, 0.221, 0.258, 0.233, 0.267, 0.403, -0.468, 0.286, -0.582, 0.152, -0.235, -0.171, -0.175, -0.210, 0.091, 0.451, 0.228, 0.229, 0.240, 0.244, 0.244, 0.288, -0.074, -0.260, -0.100, -0.258, -0.107, -0.259, 0.792, -0.620, -0.634, 0.252, 0.244, 0.243, 0.253, 0.100, -0.069, -0.190, -0.170, -0.161, -0.118, -0.213, 0.778, -0.479, -0.661, 0.254, 0.248, 0.254, 0.162], "homo_lumo_gap_ev": 6.5, "lumo_energy_ev": -7.3, "e_tot_ev": -143852.6948, "homo_ev": -13.7979, "total_charge": 2}

# 3
{"formula": "C27H28BrMnN6O3", "method": "ωB97M-V/def2-TZVPD", "elements": ["Mn", "C", "N", "C", "C", "N", "C", "C", "C", "C", "C", "C", "N", "C", "N", "C", "C", "C", "C", "C", "C", "N", "H", "H", "H", "H", "H", "H", "H", "H", "H", "H", "H", "H", "H", "H", "H", "Br", "C", "C", "C", "C", "C", "C", "C", "O", "O", "H", "H", "H", "H", "C", "N", "C", "C", "C", "O", "H", "H", "H", "H", "H", "H", "H", "H", "H"], "coordinates": [[-0.08, -0.47, 0.44], [1.29, 2.04, -1.00], [-0.01, 1.72, -0.41], [-1.22, 2.05, -1.15], [-2.27, 1.12, -0.64], [-1.97, -0.01, -0.03], [-3.18, -0.64, 0.31], [-3.44, -1.83, 0.98], [-4.76, -2.18, 1.15], [-5.80, -1.36, 0.68], [-5.55, -0.18, 0.02], [-4.21, 0.16, -0.15], [-3.60, 1.27, -0.75], [2.25, 1.01, -0.49], [1.85, -0.09, 0.12], [3.00, -0.83, 0.44], [3.15, -2.04, 1.11], [4.43, -2.51, 1.28], [5.54, -1.79, 0.80], [5.40, -0.58, 0.15], [4.10, -0.12, -0.02], [3.58, 1.04, -0.60], [1.64, 3.04, -0.74], [1.24, 1.99, -2.08], [-0.10, 2.11, 0.54], [-1.07, 1.88, -2.22], [-1.54, 3.08, -1.03], [-2.64, -2.45, 1.38], [-5.01, -3.09, 1.68], [-6.83, -1.67, 0.83], [-6.36, 0.45, -0.34], [-4.06, 2.06, -1.16], [2.29, -2.58, 1.49], [4.60, -3.44, 1.80], [6.54, -2.19, 0.96], [6.26, -0.02, -0.21], [4.11, 1.79, -1.01], [1.41, -1.07, 4.22], [0.11, 0.10, 4.95], [-0.05, -0.01, 6.32], [-0.94, 0.83, 6.99], [-1.66, 1.79, 6.29], [-1.48, 1.90, 4.92], [-0.60, 1.05, 4.23], [-0.52, 1.27, 2.77], [-0.86, 2.28, 2.21], [-0.14, 0.18, 2.10], [0.52, -0.74, 6.87], [-1.06, 0.73, 8.06], [-2.35, 2.44, 6.80], [-2.01, 2.64, 4.35], [-1.40, -5.06, -2.02], [-0.65, -4.11, -1.18], [0.22, -4.62, -0.10], [-0.76, -2.82, -1.36], [-1.64, -2.25, -2.43], [-0.08, -2.04, -0.60], [-1.22, -6.06, -1.64], [-1.05, -5.01, -3.05], [-2.47, -4.86, -1.99], [0.18, -5.70, -0.11], [-0.12, -4.26, 0.87], [1.24, -4.29, -0.26], [-1.54, -2.80, -3.36], [-1.38, -1.21, -2.59], [-2.68, -2.31, -2.10]], "nbo_charge": [1.667, -0.266, -0.674, -0.264, 0.462, -0.573, 0.044, -0.183, -0.198, -0.176, -0.227, 0.170, -0.502, 0.447, -0.563, 0.065, -0.212, -0.187, -0.178, -0.219, 0.172, -0.502, 0.237, 0.237, 0.446, 0.235, 0.237, 0.213, 0.240, 0.245, 0.246, 0.446, 0.221, 0.238, 0.242, 0.242, 0.444, 0.059, 0.073, -0.271, -0.146, -0.209, -0.129, -0.281, 0.821, -0.626, -0.761, 0.242, 0.238, 0.238, 0.239, -0.417, -0.328, -0.414, 0.729, -0.709, -0.767, 0.240, 0.228, 0.226, 0.234, 0.220, 0.232, 0.262, 0.239, 0.266], "homo_lumo_gap_ev": [6.7, 7.7], "lumo_energy_ev": [-6.8, -5.8], "multiplicity": 5, "e_tot_ev": -144890.2240, "homo_ev": [-13.4552, -13.4549], "total_charge": 2}